one | Density functional theory data (wB97M-V/def2-TZVPD) for a molecular structure, C5H10.

## Properties
- LUMO level: 0.5 eV
- HOMO energy: -8.1 eV
- HOMO-LUMO gap: 8.63 eV

The geometry in XYZ format:
```
15
Properties=species:S:1:pos:R:3:nbo_charge:R:1
C -1.093 1.470 -0.817 -0.469
C -0.401 0.244 -0.962 -0.205
C -0.666 -0.741 0.077 -0.267
C 2.463 -0.188 0.367 -0.854
C -1.890 -0.987 0.614 -0.442
H -1.541 0.514 -1.510 0.317
H -1.477 1.746 0.156 0.198
H -0.753 2.252 -1.492 0.232
H 0.169 -1.312 0.450 0.222
H 1.656 0.261 0.932 0.206
H 3.417 0.217 0.683 0.215
H 2.272 -0.033 -0.687 0.231
H -2.764 -0.461 0.272 0.196
H -1.785 -1.725 1.402 0.212
H 2.393 -1.259 0.515 0.207
```

two | Density functional theory data (wB97M-V/def2-TZVPD) for a single C5H10 molecule.

## Properties
- LUMO level: 1.1 eV
- HOMO energy: -9.4 eV
- HOMO-LUMO gap: 10.53 eV
- SMILES string: C=C(C)CC

The geometry in XYZ format:
```
15
Properties=species:S:1:pos:R:3:nbo_charge:R:1
C -1.802 0.666 -0.129 -0.604
C 1.959 -0.112 -0.014 -0.646
C -0.427 0.904 0.364 -0.428
C 0.482 -0.384 -0.042 0.051
C 0.016 -1.613 -0.198 -0.439
H -1.870 0.555 -1.206 0.215
H -2.330 -0.113 0.412 0.210
H 2.539 -1.013 -0.205 0.211
H 2.262 0.283 0.956 0.213
H 2.222 0.629 -0.770 0.212
H -0.369 1.010 1.448 0.213
H 0.014 1.784 -0.111 0.203
H -2.331 1.698 0.163 0.198
H 0.668 -2.448 -0.412 0.196
H -1.034 -1.848 -0.256 0.195
```

three | Density functional theory data (wB97M-V/def2-TZVPD) for 2 unconnected molecules or ions with the total composition C5H10.

## Properties
- LUMO level: 1.3 eV
- HOMO energy: -9.7 eV
- HOMO-LUMO gap: 10.97 eV
- SMILES string: C=CC.C=C

The geometry in XYZ format:
```
15
Properties=species:S:1:pos:R:3:nbo_charge:R:1
C 1.736 0.115 0.109 -0.167
C 1.456 -1.086 0.607 -0.412
C -2.290 -0.519 0.161 -0.391
C -1.881 0.614 0.720 -0.388
C 1.162 0.673 -1.161 -0.652
H 2.436 0.758 0.644 0.193
H 1.953 0.864 -1.896 0.218
H 0.770 -1.764 0.101 0.186
H 1.905 -1.443 1.530 0.201
H -3.281 -0.623 -0.275 0.193
H -1.646 -1.395 0.121 0.191
H -0.886 0.701 1.151 0.202
H -2.521 1.492 0.767 0.192
H 0.655 1.628 -0.977 0.219
H 0.433 -0.013 -1.603 0.215
```

Which one sits at the top of the stability order? two does.

one | Density functional theory data (wB97M-V/def2-TZVPD) for a molecular structure, C6H14N3O.

## Properties
- LUMO level: -3.3 eV
- HOMO energy: -13.3 eV
- Net charge: +1
- HOMO-LUMO gap: 9.99 eV

The geometry in XYZ format:
```
24
Properties=species:S:1:pos:R:3:nbo_charge:R:1
C -0.350 -0.190 -0.414 0.733
C -2.736 0.421 0.423 -0.448
C -2.083 1.364 -0.568 -0.248
C -2.306 -1.096 0.095 -0.068
C 2.398 1.067 0.657 -0.657
C 2.221 0.495 -0.699 -0.282
N -0.745 0.941 -0.856 -0.489
N 1.459 -0.680 -0.772 -0.314
N 1.635 -1.793 0.085 -0.537
O -0.823 -1.122 0.301 -0.545
H -2.322 0.729 1.462 0.226
H -3.835 0.475 0.425 0.252
H -2.558 1.361 -1.583 0.222
H -2.153 2.398 -0.192 0.234
H -2.731 -1.704 0.901 0.223
H -2.529 -1.493 -0.833 0.207
H 3.041 0.306 1.272 0.183
H 2.946 2.111 0.691 0.263
H 1.557 1.279 1.299 0.229
H 1.758 1.275 -1.420 0.277
H 3.176 0.172 -1.225 0.221
H 2.609 -1.901 0.430 0.439
H 0.996 -1.732 0.933 0.438
H 1.374 -2.680 -0.410 0.443
```

two | Density functional theory data (wB97M-V/def2-TZVPD) for 2 unconnected molecules or ions with the total composition C6H14N3O.

## Properties
- LUMO level: -3.3 eV
- HOMO energy: -13.4 eV
- Net charge: +1
- HOMO-LUMO gap: 10.13 eV

The geometry in XYZ format:
```
24
Properties=species:S:1:pos:R:3:nbo_charge:R:1
C 0.178 3.244 1.433 -0.606
C 0.137 3.077 0.128 0.458
C 0.263 -0.038 0.129 0.221
C 0.552 -2.625 -0.458 -0.596
C 0.038 -1.846 1.786 -0.585
C 0.673 -1.433 0.460 -0.307
N -0.321 0.256 -0.916 -0.185
N -1.934 0.302 -2.448 -0.538
N -0.077 2.876 -1.072 -0.714
O -0.994 -0.529 -1.885 -0.182
H -0.709 2.876 1.870 0.268
H 1.148 3.452 1.890 0.280
H 1.239 -2.605 -1.317 0.229
H -0.421 -2.588 -0.758 0.216
H 0.805 -3.518 0.166 0.237
H -0.433 -0.895 2.209 0.203
H -0.685 -2.639 1.607 0.228
H 0.790 -2.289 2.431 0.235
H 1.734 -1.254 0.818 0.248
H -1.837 0.504 -3.443 0.388
H -2.833 0.093 -2.145 0.372
H -0.033 3.662 -1.689 0.427
H -0.351 1.312 -1.159 0.441
H 0.528 0.889 0.735 0.264
```

Which one sits at the top of the stability order? one does.